97
Properties=species:S:1:pos:R:3:forces:R:3:mulliken_charge:R:1 method="wB97M-V/def2-TZVPD" homo_ev=-4.62 charge=-1 total_energy_ha=-5005.46761
O -0.4264 -4.8040 2.3809 -0.1 3.4 -5.6 -0.66
C -0.2113 -4.2388 1.1601 4.7 -5.2 2.2 0.18
O 0.9095 -4.7834 0.3715 -6.3 3.8 3.0 -0.69
C -1.2074 -3.0186 0.6989 -1.1 0.0 1.0 0.37
N -2.1893 -3.3695 -0.3954 -0.4 -0.3 1.6 -0.52
I -1.2822 -3.8357 -2.1851 0.0 -0.1 0.2 0.15
C -3.2160 -4.3924 0.0312 -0.6 -2.1 -0.9 0.11
C -4.6831 -3.7958 0.4391 -0.4 0.1 0.6 -0.12
C -4.7028 -2.2512 0.9715 -0.9 -0.4 0.8 0.45
F -5.6462 -1.4584 0.0973 2.0 -1.3 1.7 -0.39
P -0.2745 -1.4438 0.1515 1.4 1.7 -0.6 0.15
O -0.1903 -0.4477 1.6056 -3.3 -2.0 -0.9 -0.47
O -1.2614 -0.4937 -0.9720 -0.9 -2.0 2.5 -0.45
H -1.8370 -2.7215 1.6681 1.2 -0.9 -1.9 0.12
H -3.3953 -5.0941 -0.9183 0.3 1.6 2.2 -0.25
H -2.8353 -5.1370 0.8800 -0.5 1.9 -1.6 0.30
H -5.1075 -4.4783 1.3207 0.9 1.5 -1.9 0.08
H -5.4600 -3.8816 -0.4491 1.8 0.3 1.7 0.28
H -5.1643 -2.2296 2.0706 0.8 0.1 -2.5 -0.04
H -3.6648 -1.7177 1.0320 -2.1 -1.0 -0.7 -0.15
H -1.1161 -0.5426 2.0252 2.1 0.4 -0.5 0.29
H -2.2304 -0.7253 -0.8553 1.4 0.3 -0.3 0.30
O -7.3853 -5.9194 4.0473 0.8 0.9 0.4 -0.68
S -6.8265 -4.7481 4.6929 0.1 -0.1 0.3 1.25
O -5.7295 -4.0036 4.1157 -0.9 -0.8 0.2 -0.54
O -6.4541 -5.1229 6.2350 -0.9 0.7 -0.9 -0.30
C -5.5558 -6.2000 6.4744 1.0 -0.8 0.0 -0.28
C -4.1292 -5.8266 6.1146 0.2 0.1 -0.3 -0.98
C -8.1421 -3.6082 5.0356 0.0 0.0 0.2 -1.00
H -5.8789 -7.0977 5.9354 -0.1 0.2 0.0 0.30
H -5.6041 -6.4317 7.5440 -0.3 0.3 -0.2 0.27
H -4.0249 -5.6454 5.0417 0.0 -0.1 0.1 0.30
H -3.4369 -6.6304 6.3845 -0.1 0.1 0.0 0.37
H -3.8289 -4.9092 6.6292 0.0 -0.2 0.0 0.25
H -8.9686 -4.1432 5.5047 0.2 0.0 0.0 0.34
H -8.4632 -3.1801 4.0838 0.2 -0.2 0.0 0.37
H -7.7646 -2.8181 5.6877 0.0 -0.2 -0.1 0.31
O 4.7957 2.7874 1.1023 -0.9 0.8 -0.7 -0.68
S 4.0599 3.3584 -0.0084 -0.2 -1.2 -0.4 1.20
O 3.2114 4.5186 0.1487 0.6 -0.5 0.3 -0.52
O 3.2060 2.1772 -0.7385 1.5 1.4 -0.1 -0.31
C 2.2765 1.4313 0.0386 -1.2 -0.6 0.9 -0.29
C 1.0449 2.2525 0.3745 -0.2 0.3 0.2 -0.85
C 5.1952 3.6850 -1.3321 -0.1 -0.1 -0.1 -1.02
H 2.7554 1.0453 0.9456 0.1 0.1 -0.2 0.27
H 1.9743 0.5649 -0.5597 0.3 0.2 -0.1 0.21
H 1.2951 3.0964 1.0226 0.0 -0.1 0.0 0.35
H 0.3008 1.6423 0.8961 0.3 0.0 -0.2 0.33
H 0.5956 2.6635 -0.5343 0.0 -0.1 0.0 0.24
H 5.8234 2.8080 -1.4918 -0.1 0.1 0.0 0.41
H 5.8089 4.5384 -1.0365 -0.1 -0.1 0.1 0.36
H 4.6280 3.9315 -2.2317 0.1 -0.1 0.1 0.32
O 6.7792 4.7848 -4.7972 1.0 0.8 0.3 -0.61
S 7.9199 5.6660 -4.9495 -0.2 0.2 -0.1 1.21
O 9.0362 5.6422 -4.0308 -1.0 -0.2 -0.5 -0.60
O 7.3865 7.2000 -5.0894 0.6 -1.1 -0.6 -0.26
C 6.5806 7.7368 -4.0469 -0.5 0.4 1.0 -0.30
C 7.3998 8.0285 -2.8029 0.2 -0.1 0.3 -0.85
C 8.5599 5.4852 -6.5943 0.0 0.2 -0.1 -0.97
H 5.7440 7.0653 -3.8226 0.2 0.0 -0.1 0.29
H 6.1509 8.6737 -4.4180 0.2 -0.3 -0.3 0.26
H 7.7982 7.1095 -2.3654 -0.1 0.1 0.0 0.30
H 6.7877 8.5209 -2.0406 0.0 0.0 -0.2 0.23
H 8.2530 8.6693 -3.0442 -0.1 0.0 0.0 0.29
H 7.7370 5.5356 -7.3081 0.1 0.0 0.1 0.32
H 9.0488 4.5106 -6.6521 -0.1 0.1 0.2 0.37
H 9.2894 6.2762 -6.7788 -0.1 -0.1 0.1 0.32
O -4.4066 -7.0563 -1.8080 0.2 -1.1 -0.8 -0.62
S -3.8204 -8.3213 -2.2045 0.2 0.0 0.4 1.18
O -3.2565 -8.5271 -3.5199 -0.7 0.4 0.8 -0.63
O -4.8857 -9.5160 -1.8961 0.9 0.5 0.3 -0.28
C -6.1750 -9.4477 -2.4940 -0.8 0.1 -0.6 -0.32
C -6.1165 -9.7467 -3.9810 0.1 0.1 -0.3 -0.97
C -2.5954 -8.7788 -1.0053 -0.1 -0.2 0.0 -0.98
H -6.6364 -8.4722 -2.3034 0.2 0.0 0.0 0.29
H -6.8009 -10.2013 -2.0038 0.4 0.1 0.2 0.27
H -5.5491 -8.9820 -4.5177 -0.1 -0.1 0.1 0.30
H -7.1224 -9.7772 -4.4115 0.1 0.0 0.2 0.38
H -5.6214 -10.7052 -4.1627 -0.1 0.1 0.1 0.25
H -3.0120 -8.6646 -0.0040 0.0 0.0 -0.2 0.31
H -1.7415 -8.1110 -1.1359 -0.2 0.1 -0.1 0.41
H -2.2892 -9.8105 -1.1885 -0.1 0.2 0.0 0.35
O 5.2441 9.3930 2.4057 -1.1 0.4 -0.5 -0.63
S 4.2394 9.9304 1.5098 -0.1 -0.6 -0.4 1.20
O 2.9508 10.3829 1.9848 1.1 -0.4 0.0 -0.61
O 4.0092 8.8803 0.2844 0.6 1.6 0.5 -0.23
C 3.6209 7.5475 0.5958 -0.6 -1.3 0.4 -0.09
C 2.1764 7.4811 1.0574 -0.2 0.0 0.3 -0.99
C 4.9671 11.2439 0.5648 0.0 -0.1 -0.2 -0.93
H 4.2962 7.1142 1.3422 0.0 0.2 -0.1 0.32
H 3.7297 6.9551 -0.3192 0.1 0.4 0.1 0.06
H 2.0371 8.0114 2.0030 0.0 -0.1 -0.1 0.35
H 1.8640 6.4431 1.2097 0.2 0.1 -0.2 0.32
H 1.5146 7.9488 0.3226 0.1 -0.1 0.0 0.27
H 5.9265 10.9117 0.1665 -0.1 0.0 0.1 0.30
H 5.1123 12.0919 1.2372 -0.1 -0.2 0.0 0.38
H 4.2829 11.5224 -0.2390 0.1 -0.1 0.1 0.30